Density functional theory data (ωB97M-V/def2-TZVPD) for C16H13NO5S in the gas phase at a distorted geometry.

```
36
Properties=species:S:1:pos:R:3:nbo_charge:R:1
O 3.345 -0.424 -2.389 -0.561
O -0.261 -0.272 -4.797 -0.910
O -1.298 -2.464 -5.207 -0.824
O -2.029 -0.965 -3.250 -0.829
O 0.258 -2.124 -3.073 -0.526
C 2.509 -1.143 -2.841 0.689
C -1.307 2.284 5.032 -0.216
C -0.474 3.057 4.212 -0.202
C 1.186 0.818 -0.861 -0.212
C 0.717 -0.470 -1.249 0.095
C -1.811 1.088 4.555 -0.165
C -0.208 -1.085 -0.395 -0.200
C -1.978 -0.634 2.881 -0.169
C -1.554 -1.147 1.631 -0.176
C -0.124 2.593 2.910 -0.206
C 0.791 1.370 0.343 -0.194
C -1.490 0.612 3.263 -0.106
C -0.648 -0.468 0.801 -0.096
C -0.584 1.342 2.447 0.021
C -0.132 0.787 1.209 0.026
N 1.160 -1.159 -2.437 -0.172
C 2.916 -1.954 -4.081 -0.706
S -0.812 -1.500 -4.217 2.427
H -1.575 -0.258 -2.784 0.505
H -1.648 2.707 5.980 0.219
H -0.105 4.025 4.536 0.217
H 1.946 1.283 -1.487 0.251
H -2.493 0.518 5.163 0.210
H -0.644 -2.067 -0.664 0.231
H -2.613 -1.248 3.549 0.222
H -1.890 -2.171 1.429 0.215
H 0.504 3.184 2.249 0.210
H 1.241 2.345 0.541 0.216
H 2.299 -1.704 -4.951 0.242
H 3.950 -1.747 -4.307 0.243
H 2.856 -3.007 -3.742 0.231
```

The structure (SMILES) is CC(=O)N(OS(=O)(=O)O)c1ccc2c(ccc3ccccc32)c1. Its charge is 0. The HOMO energy comes out at -8.3 eV. The value obtained for the gap between HOMO and LUMO is 8.071 eV. The energy relative to the best compared isomer or geometry (same formula, charge and spin) comes out at 4.164 eV. The spin multiplicity is 1.